No. 1
# C30H37N2O2

A cluster of 2 separate species, C30H37N2O2 in total in a non-equilibrium geometry (ωB97M-V/def2-TZVPD, OMol25).

Properties
E_LUMO = 0.477 eV

Structure (ORCA input):
```
! wB97M-V def2-TZVPD RIJCOSX def2/J DEFGRID3
* xyz -1 1
N -3.758 2.626 3.372
C -2.815 1.974 2.433
C -3.293 0.518 2.041
C -2.656 0.082 0.647
C -2.712 -1.474 0.409
C -4.148 -2.114 0.592
C -4.755 -2.762 -0.713
C -4.904 -1.782 -1.941
C -5.485 -0.363 -1.596
C -5.101 0.768 -2.639
C -3.533 0.874 -2.812
C -2.955 2.325 -2.655
C -1.405 2.453 -2.991
N -0.688 1.176 -3.088
C -0.625 0.218 -4.097
C 0.230 -0.872 -3.693
C 0.752 -0.527 -2.324
C 0.142 0.756 -2.047
H -3.319 3.544 3.552
H -1.806 1.921 2.958
H -2.768 2.579 1.470
H -4.409 0.449 1.971
H -2.967 -0.217 2.837
H -3.218 0.676 -0.130
H -1.602 0.489 0.619
H -2.296 -1.776 -0.601
H -2.023 -1.964 1.160
H -4.080 -2.911 1.380
H -4.916 -1.380 0.973
H -5.699 -3.324 -0.458
H -4.021 -3.565 -1.036
H -5.649 -2.266 -2.645
H -3.935 -1.766 -2.508
H -6.610 -0.456 -1.611
H -5.212 0.029 -0.585
H -5.549 1.746 -2.300
H -5.538 0.507 -3.640
H -3.299 0.550 -3.871
H -2.997 0.148 -2.140
H -3.489 2.987 -3.399
H -3.156 2.705 -1.614
H -0.946 2.999 -2.116
H -1.224 3.129 -3.874
H -1.234 0.388 -5.010
H 0.396 -1.757 -4.338
H 1.455 -1.148 -1.735
H 0.316 1.338 -1.111
C 4.479 2.692 0.178
C 3.837 1.672 -0.518
C 4.005 0.352 -0.126
C 4.825 0.045 0.955
C 5.488 1.066 1.638
C 5.303 2.391 1.253
C 6.403 0.752 2.763
O 6.979 1.641 3.361
C 6.612 -0.669 3.139
C 7.511 -0.986 4.154
C 7.704 -2.309 4.523
C 6.992 -3.322 3.885
C 6.099 -3.012 2.870
C 5.914 -1.686 2.488
C 4.982 -1.369 1.376
O 4.364 -2.254 0.817
H 4.340 3.724 -0.123
H 3.204 1.906 -1.366
H 3.499 -0.437 -0.669
H 5.805 3.189 1.788
H 8.065 -0.201 4.655
H 8.408 -2.554 5.310
H 7.137 -4.355 4.179
H 5.550 -3.803 2.374
*
```

Atomic partial charges in e from the Löwdin method, atoms 1 to 4: atom 1 (N): -0.254, atom 2 (C): -0.538, atom 3 (C): -0.243, atom 4 (C): -0.235

No. 2
# C4H3CuFO

A structure of composition C4H3CuFO in a non-equilibrium geometry (ωB97M-V/def2-TZVPD, OMol25).

Properties
E_LUMO (alpha / beta) = 3.455 / 3.686 eV

Structure (ORCA input):
```
! wB97M-V def2-TZVPD RIJCOSX def2/J DEFGRID3
* xyz -1 1
C -2.109 0.887 0.066
C -0.886 0.339 0.499
O 0.822 0.321 0.350
C 0.972 -0.806 -0.311
H -2.962 0.944 0.755
H -2.157 1.546 -0.811
H -1.613 -1.712 0.015
C -1.235 -0.713 -0.192
F 5.545 -0.308 -0.133
Cu 3.623 -0.498 -0.238
*
```

Atomic partial charges in e from the Löwdin method, atoms 1 to 4: atom 1 (C): -0.081, atom 2 (C): -0.333, atom 3 (O): -0.283, atom 4 (C): -0.071